{
  "formula": "C2HNO4",
  "method": "the ωB97M-V functional and the def2-TZVPD basis",
  "species": ["O", "C", "O", "C", "N", "O", "O", "H"],
  "coordinates": [[2.261, 1.115, -0.003], [1.220, 0.508, 0.010], [-0.016, 1.193, 0.046], [-0.954, 0.250, 0.062], [-0.558, -0.941, -0.003], [-0.995, -2.043, 0.007], [1.030, -0.746, 0.081], [-1.988, 0.665, -0.200]],
  "forces_ev_per_a": [[-1.2, -0.7, -0.2], [1.9, 3.5, 0.5], [1.1, -0.4, 0.0], [-2.9, 3.0, -1.3], [0.7, -0.7, 0.4], [-0.1, -0.9, -0.1], [-0.9, -2.4, -0.2], [1.5, -1.4, 0.8]],
  "smiles": "O=c1oc[n+]([O-])o1",
  "fmax_ha_per_bohr": 0.086,
  "total_energy_ev": -11766.2452,
  "e_lumo_ev": -0.091,
  "relative_energy_kcal_mol": 69.9
}

***

{
  "formula": "C20H26N4O3S",
  "method": "the ωB97M-V functional and the def2-TZVPD basis",
  "species": ["C", "C", "C", "C", "C", "C", "N", "N", "C", "N", "C", "O", "C", "C", "C", "O", "N", "C", "C", "C", "C", "O", "C", "C", "C", "C", "C", "S", "H", "H", "H", "H", "H", "H", "H", "H", "H", "H", "H", "H", "H", "H", "H", "H", "H", "H", "H", "H", "H", "H", "H", "H", "H", "H"],
  "coordinates": [[-1.835, -5.815, -0.543], [-0.647, -5.412, 0.323], [0.141, -4.225, -0.248], [-0.213, -2.871, 0.395], [-1.662, -2.450, 0.167], [0.697, -1.831, -0.148], [0.339, -0.851, -0.893], [1.319, -0.047, -1.262], [2.472, -0.378, -0.799], [3.644, 0.310, -1.029], [3.990, 1.595, -0.694], [5.020, 2.060, -1.119], [3.110, 2.351, 0.289], [2.886, 1.554, 1.575], [1.419, 1.151, 1.558], [0.939, 0.309, 2.287], [0.783, 1.893, 0.618], [-0.595, 1.858, 0.332], [-1.490, 1.229, 1.191], [-2.845, 1.190, 0.911], [-3.344, 1.789, -0.239], [-4.651, 1.807, -0.616], [-5.602, 1.147, 0.195], [-6.961, 1.300, -0.470], [-2.450, 2.437, -1.090], [-1.101, 2.475, -0.812], [1.688, 2.662, -0.217], [2.424, -1.851, 0.176], [-2.365, -6.650, -0.089], [-1.496, -6.125, -1.529], [-2.533, -4.993, -0.667], [0.021, -6.272, 0.406], [-0.990, -5.172, 1.331], [1.210, -4.396, -0.090], [-0.027, -4.158, -1.325], [-0.024, -2.940, 1.473], [-1.816, -1.447, 0.554], [-1.888, -2.439, -0.896], [-2.336, -3.132, 0.676], [4.362, -0.179, -1.553], [3.651, 3.279, 0.486], [3.525, 0.676, 1.667], [3.051, 2.168, 2.463], [-1.131, 0.755, 2.088], [-3.498, 0.688, 1.607], [-5.344, 0.083, 0.290], [-5.619, 1.595, 1.199], [-6.939, 0.859, -1.463], [-7.211, 2.353, -0.565], [-7.723, 0.804, 0.125], [-2.838, 2.909, -1.979], [-0.454, 2.988, -1.502], [1.575, 2.364, -1.263], [1.462, 3.729, -0.122]],
  "forces_ev_per_a": [[0.1, 0.0, 0.2], [0.0, 0.0, -0.2], [0.0, -0.1, 0.4], [-0.2, -0.3, -0.1], [0.2, 0.0, 0.2], [1.0, -0.4, 0.5], [-1.4, -0.4, 0.1], [1.1, 0.9, -0.8], [-0.2, -1.1, 0.6], [0.7, -0.4, -0.5], [-0.2, 0.4, 0.3], [0.2, 0.1, -0.1], [0.1, 0.1, 0.1], [-0.1, 0.0, 0.1], [0.5, -0.1, 0.2], [-0.1, -0.1, 0.2], [0.1, 0.3, -0.1], [-0.4, -0.1, 0.1], [0.1, 0.0, 0.1], [-0.3, 0.1, -0.1], [0.3, 0.1, 0.0], [0.0, 0.1, -0.2], [-0.3, -0.1, 0.1], [0.4, 0.0, 0.1], [-0.3, -0.1, 0.1], [0.1, -0.1, 0.1], [-0.1, 0.3, -0.2], [-0.5, 0.7, -0.6], [-0.1, -0.1, 0.0], [0.0, 0.0, -0.1], [-0.1, 0.1, -0.1], [0.0, 0.0, 0.1], [0.0, 0.0, 0.1], [0.0, 0.0, -0.1], [0.1, 0.0, -0.1], [0.0, 0.0, -0.1], [-0.1, 0.1, 0.0], [-0.1, 0.0, -0.1], [-0.1, -0.1, 0.0], [-0.1, 0.2, 0.0], [-0.1, -0.2, -0.1], [-0.1, 0.0, 0.0], [0.0, 0.0, 0.0], [0.0, 0.0, 0.0], [-0.1, 0.0, 0.0], [0.0, 0.1, 0.0], [0.1, -0.1, -0.1], [0.0, -0.1, -0.1], [-0.1, 0.1, 0.0], [-0.1, 0.0, 0.0], [0.0, 0.1, -0.1], [0.1, 0.0, -0.1], [0.0, 0.1, 0.1], [0.0, -0.1, -0.1]],
  "smiles": "CCC[C@H](C)c1nnc(NC(=O)[C@@H]2CC(=O)N(c3ccc(OCC)cc3)C2)s1",
  "fmax_ha_per_bohr": 0.032,
  "total_energy_ev": -44100.6310,
  "e_lumo_ev": 0.377,
  "relative_energy_kcal_mol": 44.6
}

***

{
  "formula": "C18H19N3OS",
  "method": "the ωB97M-V functional and the def2-TZVPD basis",
  "species": ["O", "C", "N", "C", "C", "C", "C", "C", "S", "C", "C", "C", "C", "C", "C", "N", "C", "N", "C", "C", "C", "C", "C", "H", "H", "H", "H", "H", "H", "H", "H", "H", "H", "H", "H", "H", "H", "H", "H", "H", "H", "H"],
  "coordinates": [[2.748, -2.951, 0.451], [2.314, -1.987, -0.147], [3.098, -1.205, -0.933], [4.535, -1.379, -1.000], [5.242, -0.312, -0.230], [5.571, -0.312, 1.089], [6.176, 0.895, 1.510], [6.288, 1.800, 0.506], [5.659, 1.199, -0.977], [0.876, -1.591, -0.117], [0.491, -0.242, -0.103], [-0.834, 0.136, -0.053], [-1.789, -0.871, -0.030], [-1.410, -2.239, -0.033], [-0.071, -2.600, -0.063], [-2.536, -3.021, 0.005], [-3.526, -2.189, 0.032], [-3.162, -0.874, 0.014], [-4.064, 0.248, 0.024], [-3.817, 1.221, 1.202], [-3.686, 2.618, 0.582], [-4.369, 2.499, -0.779], [-3.969, 1.106, -1.250], [2.703, -0.402, -1.395], [4.742, -2.356, -0.555], [4.852, -1.373, -2.047], [5.389, -1.151, 1.736], [6.511, 1.077, 2.515], [6.703, 2.788, 0.536], [1.249, 0.530, -0.093], [-1.103, 1.180, -0.026], [0.231, -3.634, -0.049], [-4.557, -2.487, 0.066], [-5.071, -0.174, 0.102], [-4.658, 1.185, 1.894], [-2.922, 0.937, 1.755], [-2.635, 2.877, 0.444], [-4.139, 3.385, 1.207], [-5.452, 2.554, -0.660], [-4.059, 3.279, -1.472], [-2.940, 1.110, -1.612], [-4.608, 0.726, -2.045]],
  "forces_ev_per_a": [[0.0, -0.3, 0.2], [0.0, 0.2, -0.2], [0.1, 0.2, -0.3], [-0.1, -0.1, 0.1], [0.2, 0.3, -0.2], [0.0, -0.1, -0.2], [0.1, 0.2, 0.0], [-0.1, 0.1, -0.3], [0.0, -0.4, 0.5], [-0.3, -0.1, 0.2], [0.0, 0.0, 0.0], [-0.1, 0.2, 0.0], [0.5, -0.5, 0.0], [-0.1, 0.8, 0.0], [0.1, 0.2, 0.0], [-0.2, -0.7, 0.0], [0.1, -0.1, 0.0], [0.0, -0.3, 0.0], [-0.2, 0.4, -0.1], [0.0, 0.1, 0.1], [-0.1, 0.0, 0.0], [0.1, 0.0, -0.1], [-0.2, 0.0, 0.0], [-0.1, -0.1, 0.1], [0.0, 0.1, -0.2], [0.0, -0.1, 0.1], [-0.1, -0.2, 0.1], [0.1, 0.1, 0.2], [0.1, 0.2, 0.1], [0.1, 0.1, 0.0], [0.0, 0.1, 0.0], [0.0, -0.1, 0.0], [-0.3, 0.1, 0.0], [0.1, 0.0, 0.0], [0.0, 0.0, 0.0], [0.0, 0.0, 0.1], [0.0, 0.0, 0.0], [0.1, 0.1, 0.0], [-0.1, 0.0, 0.0], [-0.1, 0.0, 0.0], [0.0, 0.0, 0.0], [0.1, -0.1, -0.1]],
  "smiles": "O=C(NCc1cccs1)c1ccc2c(c1)ncn2C1CCCC1",
  "fmax_ha_per_bohr": 0.015,
  "total_energy_ev": -36328.5167,
  "e_lumo_ev": 0.612,
  "relative_energy_kcal_mol": 14.1
}

***

{
  "formula": "C3H3N2O2",
  "method": "the ωB97M-V functional and the def2-TZVPD basis",
  "species": ["O", "C", "N", "N", "C", "O", "C", "H", "H", "H"],
  "coordinates": [[2.363, 0.384, -0.154], [1.172, 0.077, -0.021], [0.652, -1.100, 0.319], [-0.731, -1.281, 0.245], [-1.211, -0.037, -0.052], [-0.965, 1.084, 0.863], [-0.149, 0.967, -0.287], [1.199, -1.916, 0.558], [-2.200, 0.017, -0.499], [-0.131, 1.806, -0.971]],
  "forces_ev_per_a": [[0.2, 0.1, 0.0], [-1.6, 1.3, -0.4], [0.4, 0.0, 0.1], [-0.9, -0.5, 0.0], [-0.1, -0.7, -0.8], [-0.1, 0.7, 0.9], [1.9, -1.4, 0.2], [0.0, 0.4, -0.1], [0.0, 0.0, 0.1], [0.2, 0.1, -0.1]],
  "smiles": "O=C1N[N-][C@H]2O[C@@H]12",
  "fmax_ha_per_bohr": 0.046,
  "total_energy_ev": -10233.2403,
  "e_lumo_ev": 4.480,
  "total_charge": -1,
  "relative_energy_kcal_mol": 64.3
}

***

{
  "formula": "C4H12N2",
  "method": "the ωB97M-V functional and the def2-TZVPD basis",
  "species": ["C", "C", "C", "H", "H", "H", "H", "H", "H", "H", "H", "N", "C", "N", "H", "H", "H", "H"],
  "coordinates": [[1.640, 0.109, 0.073], [1.573, -1.056, 1.056], [1.047, -0.253, -1.288], [2.681, 0.422, -0.058], [1.104, 0.966, 0.493], [0.009, -0.569, -1.185], [0.541, -1.371, 1.211], [2.129, -1.914, 0.676], [1.984, -0.776, 2.026], [1.596, -1.078, -1.739], [1.093, 0.590, -1.980], [-1.932, 1.483, -0.010], [-2.674, -0.306, 0.120], [-2.034, -0.840, 0.969], [-2.490, 2.308, 0.185], [-1.336, 1.614, -0.826], [-1.433, 0.930, 0.845], [-3.499, -0.256, -0.568]],
  "forces_ev_per_a": [[0.0, -0.1, 0.0], [-0.1, 0.1, 0.0], [0.1, 0.1, 0.1], [-0.1, 0.0, 0.0], [0.0, 0.0, 0.0], [-0.1, 0.0, 0.0], [0.0, 0.0, 0.0], [0.1, 0.0, 0.0], [0.1, 0.0, 0.0], [0.0, -0.1, 0.0], [0.0, 0.0, 0.0], [1.5, -0.6, 1.5], [0.4, -2.5, 1.8], [-1.4, 0.3, -1.6], [0.4, 0.0, 0.3], [0.0, 0.1, 0.4], [-1.1, 2.6, -2.4], [0.2, 0.0, 0.0]],
  "fmax_ha_per_bohr": 0.072,
  "total_energy_ev": -7320.6441,
  "e_lumo_ev": 0.882,
  "relative_energy_kcal_mol": 55.0
}

***

{
  "formula": "CH8N3",
  "method": "the ωB97M-V functional and the def2-TZVPD basis",
  "species": ["N", "H", "H", "H", "N", "C", "N", "H", "H", "H", "H", "H"],
  "coordinates": [[1.814, -1.386, -1.413], [2.565, -1.588, -0.721], [2.349, -1.133, -2.236], [1.402, -2.272, -1.623], [-0.100, 0.663, -0.439], [-0.498, 0.309, 0.805], [-1.583, 0.807, 1.443], [-0.672, 1.267, -1.014], [0.527, -0.017, -0.885], [0.055, -0.496, 1.300], [-1.972, 0.324, 2.257], [-2.184, 1.469, 0.952]],
  "forces_ev_per_a": [[1.1, 0.5, 0.9], [-0.8, 0.2, -0.5], [-0.1, 0.2, -0.2], [-0.3, -0.7, -0.2], [-1.2, -0.8, 2.8], [-1.3, 0.8, -1.4], [1.3, -0.7, -1.1], [0.1, 0.1, 0.1], [0.7, -0.1, -0.3], [-0.1, 0.4, -0.2], [0.5, 0.4, -0.4], [0.2, -0.3, 0.4]],
  "fmax_ha_per_bohr": 0.061,
  "total_energy_ev": -5631.3439,
  "e_lumo_ev": -3.867,
  "total_charge": 1,
  "relative_energy_kcal_mol": 7.3
}

***

{
  "formula": "C2H7N2",
  "method": "the ωB97M-V functional and the def2-TZVPD basis",
  "species": ["N", "C", "C", "N", "H", "H", "H", "H", "H", "H", "H"],
  "coordinates": [[1.393, 0.462, -1.370], [0.863, 0.206, -0.175], [-0.518, -0.146, -0.069], [-1.210, -0.267, 1.186], [0.895, 0.222, -2.265], [2.440, 0.501, -1.448], [1.492, 0.235, 0.700], [-1.148, -0.278, -1.000], [-1.607, 0.645, 1.439], [-1.971, -0.910, 1.044], [-0.630, -0.670, 1.958]],
  "forces_ev_per_a": [[1.9, -0.3, -1.6], [-4.5, -1.3, 0.1], [3.4, 0.6, -2.6], [0.4, 0.0, 0.9], [0.7, 0.5, 1.6], [-1.8, 0.0, 0.0], [0.2, 0.3, 0.1], [0.8, 0.3, 1.5], [0.0, -0.3, 0.5], [-0.6, -0.4, 0.2], [-0.5, 0.6, -0.6]],
  "smiles": "N/C=C/[NH3+]",
  "fmax_ha_per_bohr": 0.092,
  "total_energy_ev": -5160.0634,
  "e_lumo_ev": -3.633,
  "total_charge": 1,
  "relative_energy_kcal_mol": 32.3
}

***

Short version: orbital gap = 10.070; 8.201; 9.254; 6.412; 9.934; 11.196; 9.298 eV, in the order given.